Entry from the OMol25 dataset: a 2-piece molecular cluster, C23H27Br2NO3PS overall (ωB97M-V/def2-TZVPD).

Bonds (Å) are listed after each position.
Geometry (Å):
1 C 3.119 -3.982 0.074  C2 1.651, H30 1.194, H31 1.192, H32 1.171
2 C 3.924 -2.727 -0.635  C1 1.651, P3 1.910, H33 1.193, H34 1.170
3 P 2.729 -1.400 -1.312  C2 1.910, C4 1.948, C6 1.948
4 C 3.701 -0.498 -2.739  P3 1.948, C5 1.659, H35 1.176, H36 1.189
5 C 4.360 0.935 -2.226  C4 1.659, H37 1.171, H38 1.189, H39 1.191
6 C 2.458 0.032 -0.019  P3 1.948, C7 1.640, C11 1.639
7 C 3.278 0.165 1.395  C6 1.640, C8 1.667, H40 1.171
8 C 2.849 1.442 2.376  C7 1.667, C9 1.659, H41 1.172
9 C 1.699 2.566 1.965  C8 1.659, C10 1.669, H42 1.190
10 C 0.866 2.433 0.525  C9 1.669, C11 1.665, N29 1.513
11 C 1.303 1.128 -0.412  C6 1.639, C10 1.665, S12 1.911
12 S 0.300 0.952 -2.029  C11 1.911, C13 1.911
13 C -1.452 1.464 -1.465  S12 1.911, C14 1.640, C28 1.673
14 C -2.789 0.676 -1.993  C13 1.640, C15 1.663, C20 1.659
15 C -2.626 -0.605 -3.041  C14 1.663, C16 1.673, H43 1.194, H44 1.171
16 C -2.308 -2.036 -2.234  C15 1.673, O17 1.482, H45 1.194, H46 1.183
17 O -2.228 -1.686 -0.796  C16 1.482, C18 1.480
18 C -2.626 -2.828 0.057  O17 1.480, O19 1.362, H47 1.186
19 O -3.422 -2.567 1.130  C18 1.362
20 C -4.245 1.203 -1.398  C14 1.659, C21 1.646, H48 1.183
21 C -4.266 2.458 -0.332  C20 1.646, C22 1.657, H49 1.194
22 C -2.929 3.281 0.196  C21 1.657, C23 1.651, C28 1.661
23 C -3.111 4.555 1.230  C22 1.651, Br24 2.040, C25 1.488
24 Br -3.529 6.340 0.336  C23 2.040
25 C -2.976 4.503 2.711  C23 1.488, C26 1.644, Br27 2.028
26 C -2.639 3.093 3.487  C25 1.644, H50 1.192, H51 1.193, H52 1.176
27 Br -3.243 6.247 3.711  C25 2.028
28 C -1.469 2.738 -0.381  C13 1.673, C22 1.661, N29 1.514
29 N -0.202 3.416 0.098  C10 1.513, C28 1.514, H53 1.044
30 H 3.422 -4.994 -0.481  C1 1.194
31 H 1.936 -3.851 0.002  C1 1.192
32 H 3.492 -4.048 1.183  C1 1.171
33 H 4.475 -3.197 -1.583  C2 1.193
34 H 4.741 -2.240 0.047  C2 1.170
35 H 3.038 -0.330 -3.695  C4 1.176
36 H 4.627 -1.168 -3.065  C4 1.189
37 H 4.884 0.812 -1.186  C5 1.171
38 H 5.180 1.350 -2.980  C5 1.189
39 H 3.551 1.802 -2.120  C5 1.191
40 H 4.094 -0.610 1.718  C7 1.171
41 H 3.395 1.552 3.406  C8 1.172
42 H 1.455 3.471 2.699  C9 1.190
43 H -1.727 -0.386 -3.794  C15 1.194
44 H -3.610 -0.663 -3.673  C15 1.171
45 H -3.172 -2.825 -2.468  C16 1.194
46 H -1.261 -2.433 -2.618  C16 1.183
47 H -2.261 -3.941 -0.129  C18 1.186
48 H -5.198 0.603 -1.760  C20 1.183
49 H -5.338 2.789 0.075  C21 1.194
50 H -1.522 3.195 3.890  C26 1.192
51 H -3.345 3.038 4.447  C26 1.193
52 H -2.806 2.130 2.833  C26 1.176
53 H -0.381 4.139 0.829  N29 1.044
54 C -0.402 -5.109 2.023  O55 1.325, H56 1.103, H57 1.103, H58 1.103
55 O 0.854 -5.467 1.799  C54 1.325
56 H -0.761 -4.190 1.529  C54 1.103
57 H -1.191 -5.821 1.727  C54 1.103
58 H -0.691 -4.905 3.068  C54 1.103

## Properties
F_max: 0.1795 Eh/bohr
HOMO energy: -2.39 eV
LUMO: 0.04498 Eh
Total charge: -1